[1]
{
  "formula": "C13H11N3O5",
  "method": "ωB97M-V/def2-TZVPD",
  "species": ["O", "O", "O", "O", "O", "N", "N", "N", "C", "C", "C", "C", "C", "C", "C", "C", "C", "C", "C", "C", "C", "H", "H", "H", "H", "H", "H", "H", "H", "H", "H", "H"],
  "coordinates": [[5.86678, 4.51171, 0.24668], [2.59846, 2.85306, 0.40462], [-3.21903, -0.23912, 0.39149], [-0.74139, 0.18242, -2.12222], [4.93840, 3.34989, -1.37336], [-0.87257, 0.55743, -0.03617], [4.80544, 3.76442, -0.08315], [0.27491, 1.33705, 0.14731], [3.82911, 3.52298, 0.72036], [2.53806, 3.17832, 2.74270], [-2.30579, -2.11908, -1.11206], [-1.40051, 0.08171, -1.12612], [-1.65367, -4.19819, 0.06601], [-2.58104, -0.57324, -0.80151], [0.52691, 1.98652, 1.28920], [-1.99499, -2.72020, -2.16097], [-1.76120, -3.89952, -2.33035], [-1.37826, -4.77771, -1.06739], [-1.93387, -2.86463, 0.27751], [3.66530, 3.81930, 2.03975], [1.95544, 2.60168, 1.50181], [-1.43257, -5.70977, -1.05063], [-2.20843, -2.22600, 0.86771], [4.44397, 4.22054, 2.68010], [-1.49581, 0.59189, 1.04822], [-2.13280, -2.06670, -2.99491], [-3.97927, -0.71607, 0.32473], [-3.30835, -0.19638, -1.80794], [-1.66049, -4.75515, 0.97951], [-1.56385, -4.52383, -3.39129], [0.20317, 1.74127, 2.30253], [1.97795, 3.28540, 3.42784]],
  "lowdin_charge": [0.00, 0.13, 0.03, 0.13, 0.01, 0.06, -0.22, 0.11, -0.21, 0.12, -0.06, -0.59, -0.15, -0.28, -0.01, -0.25, -0.02, 0.01, 0.11, 0.06, -0.20, 0.02, -0.02, 0.13, 0.27, 0.14, 0.06, 0.24, 0.11, 0.18, 0.11, -0.01],
  "total_energy_ha": -1041.831061,
  "smiles": "O=C(N/N=C/c1ccc([N+](=O)[O-])o1)[C@H](O)c1ccccc1",
  "e_homo_ha": -0.330,
  "lumo_energy_ha": -0.068,
  "orbital_gap_ha": 0.261
}


[2]
{
  "formula": "C13H12AsClNReS4Te",
  "method": "ωB97M-V/def2-TZVPD",
  "species": ["Re", "Te", "As", "Cl", "S", "S", "S", "S", "N", "C", "C", "C", "C", "C", "C", "C", "C", "C", "C", "C", "C", "C", "H", "H", "H", "H", "H", "H", "H", "H", "H", "H", "H", "H"],
  "coordinates": [[-0.95657, 1.72784, 0.68506], [0.32859, -1.05565, 0.31265], [1.31885, 5.16090, 3.98696], [-4.26714, 3.79579, -3.42173], [0.61406, 2.93527, 0.19065], [-1.11214, 1.70509, 2.72525], [2.83032, 5.71219, 5.35001], [1.14350, 7.05115, 4.89552], [-2.67226, 1.92401, -0.34584], [-5.05826, 1.84655, -1.72922], [2.38357, -3.38424, -1.81012], [1.61298, -0.99615, -1.39456], [2.48564, -2.44583, 0.45772], [3.26523, -4.66666, 0.05259], [2.95587, -4.53734, -1.31816], [-3.66831, 1.06281, 0.04215], [2.18353, -1.26944, 1.34406], [-2.86717, 2.76152, -1.40724], [2.17550, -2.31002, -0.94066], [-4.05096, 2.74405, -2.11527], [-4.85341, 0.99787, -0.64623], [3.00206, -3.64445, 0.94374], [2.13509, -3.29637, -2.86007], [3.16811, -5.36057, -1.98859], [2.27288, -0.13102, -1.38183], [-5.99597, 1.83072, -2.27419], [2.81396, -0.38772, 1.25233], [3.22105, -3.76365, 1.99708], [-5.62461, 0.31104, -0.32332], [1.05068, -1.07156, -2.32145], [-3.49254, 0.45979, 0.92682], [2.01455, -1.55254, 2.37964], [-2.06456, 3.43475, -1.67349], [3.70788, -5.58816, 0.40972]],
  "lowdin_charge": [0.40, 1.59, 0.59, 0.88, 0.32, 0.33, 0.22, 0.23, -0.20, 0.05, 0.02, -0.28, -0.33, 0.04, 0.04, -0.10, -0.28, -0.10, -0.34, -0.62, 0.03, 0.02, 0.14, 0.15, 0.09, 0.15, 0.10, 0.14, 0.15, 0.09, 0.11, 0.09, 0.12, 0.15],
  "total_energy_ha": -5190.690593,
  "charge": 4,
  "e_homo_ha": [-0.737, -0.737],
  "lumo_energy_ha": [-0.552, -0.552],
  "orbital_gap_ha": [0.184, 0.184]
}


[3]
{
  "formula": "C13H12BF2O5RuS6",
  "method": "ωB97M-V/def2-TZVPD",
  "species": ["Ru", "S", "S", "S", "S", "S", "S", "F", "F", "O", "O", "O", "O", "O", "C", "C", "C", "C", "C", "C", "C", "C", "C", "C", "C", "C", "C", "B", "H", "H", "H", "H", "H", "H", "H", "H", "H", "H", "H", "H"],
  "coordinates": [[-0.31660, -0.41362, -0.34134], [-0.13009, 1.80231, -1.34934], [1.33927, -4.51882, 1.66999], [-1.12399, 1.07790, -3.02196], [-0.55028, -2.64588, 0.22288], [3.55466, -2.59085, 1.57339], [1.87933, -0.53224, 0.09962], [-2.74598, 2.01045, -0.25719], [-2.09774, 3.87371, -1.40747], [-2.42324, 1.84607, -2.62267], [-0.65472, 1.51211, -4.29732], [-1.29522, -0.34281, -2.81796], [3.73437, -4.98022, 2.67990], [-0.73877, 0.15495, 1.53713], [-0.28237, 0.54901, 4.34489], [-1.31402, 3.96277, 2.90781], [-0.65265, 1.55735, 3.42854], [1.02047, -2.98213, 0.88632], [-0.21221, 0.88883, 5.68813], [-0.92717, 2.86441, 3.86673], [2.03666, -2.10454, 0.84318], [0.08240, -0.84909, 3.92873], [3.02672, -4.19889, 2.09544], [-0.41054, 2.48689, 7.61255], [-0.85105, 3.14612, 5.22286], [-0.71454, 1.29400, 1.99690], [-0.49556, 2.17086, 6.14498], [-2.06581, 2.51484, -1.33359], [-0.75664, -1.37250, 3.47198], [-2.19685, 3.70379, 2.32177], [0.08238, 0.12602, 6.40085], [-1.13712, 1.89993, 8.17754], [-1.07019, 4.15090, 5.56703], [0.87219, -0.84312, 3.17384], [0.42690, -1.41389, 4.79441], [-0.51166, 4.18308, 2.20097], [0.57845, 2.24481, 8.00516], [-1.52991, 4.87743, 3.45774], [-0.74531, 2.14387, 1.31135], [-0.60461, 3.54172, 7.80298]],
  "lowdin_charge": [0.44, 0.69, 0.93, 0.37, 0.49, 0.93, 0.50, 0.12, 0.14, -0.13, -0.29, -0.37, -0.09, -0.19, -0.17, -0.04, -0.09, -1.18, -0.01, -0.20, -1.16, -0.02, -1.04, -0.05, -0.01, -0.15, -0.26, -1.24, 0.09, 0.09, 0.12, 0.08, 0.11, 0.08, 0.08, 0.09, 0.08, 0.08, 0.09, 0.07],
  "total_energy_ha": -3587.694823,
  "charge": -1,
  "e_homo_ha": -0.150,
  "lumo_energy_ha": 0.061,
  "orbital_gap_ha": 0.211
}


[4]
{
  "formula": "C13H12CdN4O7",
  "method": "ωB97M-V/def2-TZVPD",
  "species": ["Cd", "O", "O", "O", "O", "O", "O", "O", "N", "N", "N", "N", "C", "C", "C", "C", "C", "C", "C", "C", "C", "C", "C", "C", "C", "H", "H", "H", "H", "H", "H", "H", "H", "H", "H", "H", "H"],
  "coordinates": [[0.51584, 0.09862, -1.58001], [-2.31623, -2.82642, 2.62490], [1.71343, 1.57082, 0.11669], [0.77442, 1.13676, 6.26543], [-0.36931, -0.33194, 0.33021], [-1.71630, -2.27108, 0.59462], [-0.59645, -0.57385, 6.44828], [2.11492, 2.71539, 1.94207], [-1.67626, -2.09962, 1.82730], [-1.35623, -1.41363, -2.30290], [0.06392, 0.23997, 5.76424], [1.54104, 1.77734, 1.35742], [-0.13946, -0.15893, 1.54918], [-0.40233, 1.16042, -4.10872], [-0.80276, -0.90019, 3.79411], [-0.00465, 0.12426, 4.33376], [0.73917, 1.01144, 3.52589], [1.00236, 1.29212, -3.88325], [-0.12811, 2.42899, -2.18849], [-1.09574, 1.86775, -3.08285], [0.99350, -1.82045, -2.53676], [0.71972, 0.88264, 2.13356], [-0.34963, -2.45637, -2.44302], [1.18942, 2.08475, -2.69022], [-0.86829, -1.04967, 2.42108], [-2.13018, -1.85597, -1.80961], [1.80205, 0.94673, -4.54182], [1.30142, -1.70912, -3.57095], [2.13359, 2.52498, -2.35684], [-0.65791, -2.87736, -3.40738], [-2.17535, 2.01148, -3.02030], [-0.33692, -3.29596, -1.71732], [-1.36320, -1.57108, 4.43427], [1.33602, 1.78283, 4.00094], [-0.86154, 0.66300, -4.96345], [-0.32649, 3.14505, -1.38648], [1.73253, -2.25368, -1.87361]],
  "lowdin_charge": [1.39, -0.04, -0.15, 0.00, -0.14, 0.00, -0.02, -0.07, -0.33, 0.04, -0.35, -0.40, -0.27, -0.25, 0.04, -0.19, 0.02, -0.26, -0.25, -0.23, -0.31, -0.08, -0.49, -0.29, -0.10, 0.02, 0.07, -0.01, 0.07, 0.08, 0.06, 0.09, 0.11, 0.10, 0.06, 0.08, -0.02],
  "total_energy_ha": -1415.651552,
  "charge": -2,
  "e_homo_ha": [0.008, -0.052],
  "lumo_energy_ha": [0.172, 0.183],
  "orbital_gap_ha": [0.164, 0.235]
}


[5]
{
  "formula": "C13H12Cl2F2",
  "method": "ωB97M-V/def2-TZVPD",
  "species": ["Cl", "Cl", "F", "F", "C", "C", "C", "C", "C", "C", "C", "C", "C", "C", "C", "C", "C", "H", "H", "H", "H", "H", "H", "H", "H", "H", "H", "H", "H"],
  "coordinates": [[0.47494, -3.14659, 0.33514], [0.76955, -1.50917, -1.96925], [2.10720, 0.68204, -0.14596], [-1.46126, 0.98864, -3.30036], [3.98337, 1.60857, 1.03493], [3.31604, -0.07412, 3.19646], [2.96181, 0.69093, 0.90665], [-2.82200, -0.89293, -2.70662], [-2.50846, 0.46889, -2.60909], [2.64088, -0.16736, 1.99888], [4.63858, 1.75860, 2.27762], [4.28844, 0.97765, 3.35926], [-4.37692, 0.75277, -1.14777], [-3.24344, 1.30664, -1.78622], [-0.20329, -1.72291, -0.48963], [-3.86101, -1.41097, -1.95143], [-4.65347, -0.62684, -1.19535], [1.80037, -0.84249, 1.93454], [-5.54367, -0.99970, -0.71067], [-0.07551, -0.91693, 0.23300], [-2.30228, -1.58555, -3.35203], [-5.05548, 1.36922, -0.57685], [-3.00272, 2.35131, -1.65544], [5.34456, 2.56600, 2.40451], [4.74182, 1.17969, 4.31844], [-1.26576, -1.90227, -0.65419], [-4.03971, -2.47330, -2.02841], [3.07733, -0.75763, 3.99786], [4.27008, 2.32779, 0.28199]],
  "lowdin_charge": [0.49, 0.52, 0.02, 0.04, -0.02, -0.07, -0.25, -0.04, -0.27, -0.02, -0.09, -0.09, -0.06, 0.00, -0.99, -0.12, -0.10, 0.08, 0.10, 0.01, 0.11, 0.10, 0.11, 0.10, 0.09, 0.01, 0.11, 0.10, 0.11],
  "total_energy_ha": -1622.659643,
  "smiles": "Fc1ccccc1.Fc1ccccc1.ClCCl",
  "e_homo_ha": -0.340,
  "lumo_energy_ha": 0.028,
  "orbital_gap_ha": 0.368
}


[6]
{
  "formula": "C13H12Cl4F2I2O2",
  "method": "ωB97M-V/def2-TZVPD",
  "species": ["I", "I", "Cl", "Cl", "Cl", "Cl", "F", "F", "O", "O", "C", "C", "C", "C", "C", "C", "C", "C", "C", "C", "C", "C", "C", "H", "H", "H", "H", "H", "H", "H", "H", "H", "H", "H", "H"],
  "coordinates": [[-0.78025, -2.36750, -0.50083], [-0.56751, -4.23462, 4.23403], [-3.67999, 5.73475, -1.86488], [-0.79836, 1.74081, -0.88827], [-0.74480, 5.05318, -0.27777], [-0.32195, -0.53260, -3.37856], [5.47967, -3.53154, 2.73316], [1.46332, -5.78987, 2.03473], [1.83318, -1.22110, 1.05541], [4.05575, -5.30854, 0.78321], [2.00796, -4.59519, 1.82689], [4.25553, -3.37612, 2.21047], [-1.13750, -3.08981, 1.47311], [-2.33329, 6.86462, -1.57483], [-0.99068, 6.17685, -1.63871], [-0.12316, -3.46370, 2.25672], [2.19272, -2.16746, 1.66759], [3.52329, -4.54901, 1.51323], [-0.45218, 2.08666, -2.59689], [-1.08165, 1.07365, -3.52307], [-2.60237, -3.15153, 1.95679], [3.62252, -2.21350, 2.26819], [1.34985, -3.44012, 1.90534], [-0.95493, 1.38984, -4.55840], [-2.14671, 0.96092, -3.32815], [-0.85635, 3.07784, -2.80697], [-3.20052, -2.53121, 1.25222], [-0.87365, 5.61584, -2.56469], [-2.73253, -2.73590, 2.97454], [-0.19310, 6.91773, -1.58473], [-2.49253, 7.34054, -0.60895], [-2.39130, 7.63131, -2.34745], [4.06070, -1.31467, 2.73165], [-3.01804, -4.17619, 1.88760], [0.62887, 2.12565, -2.72172]],
  "lowdin_charge": [0.95, 0.90, 0.54, 0.52, 0.54, 0.49, 0.10, 0.10, 0.08, 0.19, -0.18, -0.19, -0.76, -0.67, -0.66, -0.66, -0.33, -0.22, -0.66, -0.65, -0.21, 0.10, -0.18, 0.07, 0.07, 0.05, 0.05, 0.06, 0.04, 0.07, 0.07, 0.07, 0.14, 0.08, 0.07],
  "total_energy_ha": -3288.842933,
  "smiles": "C/C(I)=C(\\I)C1=C(F)C(=O)C(F)=CC1=O.ClCCCl.ClCCCl",
  "e_homo_ha": -0.321,
  "lumo_energy_ha": -0.034,
  "orbital_gap_ha": 0.288
}